Entry 1:
{"formula": "C11H13F3N2O2", "method": "the ωB97M-V functional and the def2-TZVPD basis", "elements": ["O", "N", "H", "C", "H", "C", "H", "F", "H", "H", "C", "H", "C", "C", "F", "C", "F", "H", "N", "C", "H", "H", "H", "O", "H", "H", "C", "C", "C", "H", "C"], "coordinates": [[0.54519, 2.92858, 3.58617], [-1.15475, 2.05638, -0.43877], [0.55785, -2.03346, 1.25437], [-0.11368, 3.36032, 1.38042], [-0.88892, 4.07963, 1.01595], [2.84840, -0.01935, 0.93140], [-1.71306, 2.50617, 4.08562], [-0.89015, -0.26315, -3.17539], [1.52747, -1.06864, -1.48632], [3.40613, -1.96536, 0.33203], [-1.71678, 0.30925, -2.23954], [1.35302, 0.29234, 2.45391], [1.23847, -2.00302, 0.44385], [-0.92974, 0.87404, -1.01351], [-2.62297, -0.61589, -1.85859], [0.20985, 0.19340, -0.34663], [-2.41673, 1.30723, -2.88741], [1.30691, -3.04177, 0.07505], [-0.24381, 2.14472, 0.57935], [0.74660, -1.17492, -0.72742], [-0.07425, -1.69608, -1.20983], [2.98372, 0.34800, -0.11064], [0.89343, 3.79971, 1.26627], [-1.71117, 2.79723, 3.16302], [2.18779, 1.74851, 1.91918], [2.71557, -1.86396, 1.97603], [0.60844, 1.04378, 0.62660], [2.62436, -1.52189, 0.93823], [-0.41835, 2.99645, 2.80299], [3.78379, 0.10516, 1.48603], [1.76185, 0.78107, 1.58210]], "lowdin_charge": [0.066, 0.152, 0.099, -0.034, 0.149, -0.212, 0.130, 0.111, 0.127, 0.107, -0.488, 0.123, -0.184, -0.089, 0.130, -0.096, 0.099, 0.116, -0.089, -0.145, 0.104, 0.132, 0.143, 0.124, 0.119, 0.112, -0.144, -0.199, -0.462, 0.115, -0.119], "smiles": "O=C(O)Cn1nc(C(F)(F)F)c2c1CCCCC2", "de_lowest_kj_mol": 11.42}

Entry 2:
{"formula": "C22H39F6GaO14P", "method": "the ωB97M-V functional and the def2-TZVPD basis", "elements": ["F", "C", "C", "H", "H", "H", "H", "H", "C", "H", "H", "C", "H", "C", "O", "H", "C", "C", "C", "C", "H", "C", "H", "H", "H", "H", "H", "P", "O", "C", "O", "H", "C", "H", "C", "H", "O", "C", "O", "O", "H", "O", "F", "H", "H", "H", "H", "H", "O", "O", "C", "H", "H", "H", "F", "H", "H", "H", "O", "F", "H", "H", "H", "H", "H", "H", "O", "O", "C", "C", "C", "C", "C", "Ga", "C", "F", "H", "H", "F", "O", "O", "H", "C"], "coordinates": [[-0.25639, -1.84665, -0.62336], [3.98986, -0.60515, 0.97046], [4.28889, 1.58244, -0.06159], [1.91831, 2.85230, 5.95570], [4.67413, -1.45199, 1.03278], [1.85587, 2.21644, -1.87563], [1.20671, 1.98978, -5.25284], [3.48363, 3.13989, 1.12923], [2.52324, -0.89474, 5.58695], [-5.29140, 3.71456, -6.18513], [0.79359, -2.16236, 5.76333], [-1.56230, -5.49348, 1.33916], [2.99484, 1.55952, 1.70617], [-2.10169, -0.54574, -1.32066], [3.38847, 2.11134, 3.98535], [0.44739, -0.58829, 5.03666], [-1.49583, -0.95935, 1.20042], [2.61425, -1.08711, 0.54926], [-4.91288, 4.62405, -5.71492], [0.04699, 0.00885, -2.86075], [5.03644, 3.20838, -3.71618], [1.18060, -1.39317, 5.09451], [-5.06804, 2.28087, -4.78402], [2.29048, 2.20765, 0.20803], [1.35734, 3.94484, -3.90832], [2.68732, 1.00862, -5.44805], [-2.85546, -5.99490, 5.46924], [3.15223, 3.16527, -4.75987], [4.12016, 3.00410, -3.49541], [2.78831, 1.37507, 4.71674], [-1.96195, 3.20045, -4.44893], [-4.33129, 2.41667, -3.17650], [3.19491, 2.14048, 0.81491], [-0.75191, -4.82775, 1.04361], [-2.50102, -5.67730, 4.49189], [-2.03249, -5.88500, 0.43719], [4.85935, 2.24986, -0.87307], [-1.50306, -1.50152, -0.24818], [3.10267, 0.06179, 4.69681], [3.91577, 3.53227, -5.97860], [0.76344, 1.95414, 4.96523], [2.12961, 4.34451, -4.33762], [-0.41048, 0.87373, -0.66438], [-4.86008, 5.38415, -6.49359], [3.23906, -1.71474, 5.60822], [3.05293, -0.07441, -2.52217], [2.66898, -1.58354, -0.41944], [-3.66603, 1.29572, -4.36433], [-0.34130, -5.50036, 5.45831], [-2.48274, -0.59655, 1.77811], [-1.04936, 0.46565, -1.82178], [1.42752, 1.22907, 6.43867], [-1.81626, -7.32788, 2.48105], [1.91134, -0.26005, 0.44896], [-2.60560, -1.29735, -2.31776], [1.28422, -1.81866, 4.09639], [-5.42241, 6.02833, -4.17156], [-6.82160, 5.27876, -4.96083], [-0.34923, -6.14485, 3.36311], [-3.15406, 0.12754, -0.78160], [-0.39840, -0.84134, 2.69357], [-0.27990, -7.18687, 1.65208], [2.21841, -1.79246, 1.28463], [-5.86530, 4.37039, -3.78297], [-2.99909, -6.27602, 3.73490], [-2.29960, -4.89458, 1.87409], [-0.27375, -1.02134, 1.74506], [-0.26074, -0.87044, -3.64216], [-3.12794, 3.31840, -4.67657], [2.15730, 1.70391, -4.79336], [-4.12853, 2.27127, -4.23705], [-0.99163, -5.78101, 4.48820], [-5.81094, 5.10017, -4.59060], [1.90692, 0.96496, -2.88141], [1.65372, 1.86477, 5.58679], [-1.69378, 1.54214, -2.32875], [-2.77179, -4.63212, 4.34681], [2.47051, -0.49249, 6.60010], [-2.24350, -2.64415, -0.20727], [4.57253, 0.25629, -0.00312], [-3.56343, 4.44871, -5.29336], [3.97871, -0.13052, 1.95382], [-1.03376, -6.62186, 2.19722]], "lowdin_charge": [0.149, -0.235, -0.542, 0.091, 0.118, -0.030, 0.027, 0.093, -0.229, 0.110, 0.085, -0.064, 0.038, -0.355, 0.109, 0.067, -0.412, -0.080, -0.251, -0.310, 0.082, -0.057, 0.064, 0.050, 0.053, 0.028, 0.089, 0.316, -0.186, -0.519, 0.120, 0.095, 0.004, 0.083, 0.011, 0.087, 0.089, -0.341, -0.005, -0.339, 0.097, -0.162, 0.062, 0.120, 0.126, -0.044, 0.073, 0.092, 0.094, 0.154, -0.409, 0.066, 0.111, 0.056, 0.145, 0.075, 0.082, 0.077, 0.001, 0.128, 0.121, 0.123, 0.067, 0.067, 0.066, 0.068, 0.127, 0.009, -0.513, -0.340, 0.014, -0.532, -0.069, 0.441, 0.016, 0.111, 0.096, 0.112, 0.127, -0.022, -0.005, 0.099, -0.233], "charge": -1}

| no. | HOMO-LUMO gap (eV) | E_LUMO (eV) | E_tot (hartree) |
| --- | --- | --- | --- |
| 1 | 9.763 | 0.50 | -986.5673 |
| 2 | 7.045 | 1.81 | -4780.5422 |